A structure of composition C30H70GeN2O6SbSi2Ti at a distorted geometry, computed with ωB97M-V/def2-TZVPD.

HOMO	-10.7	eV
electronic energy	-149430.4082	eV
HOMO-LUMO gap	7.32	eV
max |F|	1.8	eV/A
total charge	+1

Element x y z (Å)
Ti  -0.054  0.696  0.748
C  3.115  -0.483  3.663
C  2.113  0.580  3.202
C  2.888  1.849  2.923
C  1.051  0.789  4.282
O  1.437  0.192  1.984
Ge  0.908  -1.846  2.153
O  2.134  -2.258  0.885
C  2.802  -3.518  0.866
C  2.996  -4.054  2.303
C  1.991  -4.502  0.023
C  4.154  -3.323  0.255
O  -0.573  -1.283  1.024
C  -1.757  -2.185  1.199
C  -2.256  -2.086  2.609
C  -1.326  -3.607  0.862
C  -2.866  -1.870  0.193
H  3.660  -0.037  4.508
H  2.632  -1.343  4.134
H  3.785  -0.743  2.862
H  3.463  2.044  3.846
H  3.606  1.756  2.118
H  2.235  2.698  2.755
H  1.620  0.985  5.199
H  0.431  1.640  4.044
H  0.461  -0.113  4.435
H  2.036  -4.145  2.780
H  3.427  -5.052  2.233
H  3.659  -3.402  2.890
H  1.187  -4.887  0.644
H  1.586  -3.986  -0.863
H  2.577  -5.353  -0.340
H  4.720  -2.519  0.742
H  4.762  -4.230  0.351
H  4.139  -3.083  -0.797
H  -1.505  -2.370  3.375
H  -2.634  -1.064  2.819
H  -3.052  -2.819  2.663
H  -0.500  -3.912  1.526
H  -2.169  -4.328  0.938
H  -0.963  -3.666  -0.145
H  -3.572  -1.061  0.470
H  -2.435  -1.677  -0.805
H  -3.480  -2.760  0.112
C  -3.960  1.099  -2.017
C  -2.852  1.069  -1.052
N  -1.607  0.896  -1.393
O  -1.457  0.690  -2.741
C  -3.056  1.324  0.401
C  -4.386  1.692  1.089
N  -1.945  1.119  0.993
O  -1.357  1.128  2.152
H  -3.547  1.180  -3.031
H  -4.633  1.970  -1.832
H  -4.588  0.175  -1.921
H  -0.568  1.032  -2.910
H  -5.195  1.074  0.683
H  -4.583  2.742  0.821
H  -4.312  1.467  2.145
C  -1.268  -5.425  -3.791
Sb  -1.552  -3.351  -3.251
C  -0.232  -2.669  -4.808
C  -3.381  -2.967  -4.297
H  -1.508  -5.607  -4.850
H  -1.824  -6.172  -3.234
H  -0.183  -5.658  -3.663
H  -0.291  -1.587  -4.956
H  0.795  -2.943  -4.536
H  -0.480  -3.101  -5.757
H  -3.405  -3.250  -5.384
H  -3.555  -1.889  -4.263
H  -4.213  -3.532  -3.817
C  -1.312  3.921  -2.099
Si  0.281  3.606  -1.193
C  1.237  5.193  -0.905
C  1.395  2.763  -2.474
C  0.101  2.825  0.476
Si  -0.785  4.021  1.710
C  -1.824  3.454  3.170
C  -1.965  5.124  0.820
C  0.552  5.047  2.481
H  -1.305  4.944  -2.516
H  -2.132  3.827  -1.397
H  -1.470  3.171  -2.868
H  1.417  5.639  -1.890
H  2.171  4.963  -0.361
H  0.718  5.953  -0.333
H  1.315  3.492  -3.303
H  1.168  1.785  -2.906
H  2.451  2.772  -2.179
H  1.125  2.908  0.899
H  -2.765  2.975  2.903
H  -2.152  4.366  3.685
H  -1.317  2.877  3.962
H  -2.891  4.597  0.669
H  -1.584  5.579  -0.124
H  -2.222  5.965  1.530
H  1.332  4.474  3.008
H  0.149  5.717  3.203
H  1.088  5.680  1.752
C  3.298  -0.279  -2.036
C  2.199  -1.211  -2.628
C  1.035  -1.099  -1.659
O  1.323  0.036  -0.807
C  2.778  0.205  -0.690
H  3.535  0.562  -2.711
H  4.245  -0.835  -1.882
H  2.527  -2.250  -2.754
H  1.880  -0.822  -3.591
H  0.932  -1.965  -1.009
H  0.056  -0.961  -2.136
H  3.111  -0.406  0.159
H  3.015  1.218  -0.426

Atomic partial charges in e from the Löwdin method, atoms 1 to 4:
1. Ti 1.106
2. C -0.060
3. C -0.667
4. C -0.014

***

A structure of composition C48H42AsBrN6O2PPt, computed with ωB97M-V/def2-TZVPD.

HOMO (spin up / spin down)	-15.1 / -15.2	eV
electronic energy	-206885.8253	eV
HOMO-LUMO gap (spin up / spin down)	8.22 / 5.02	eV
max |F|	0.4	eV/A
2S+1	5
total charge	+3
<S²>	6.0223

Element x y z (Å)
Pt  0.984  -0.649  -0.676
C  3.052  -1.991  1.240
N  1.577  -2.085  1.156
C  1.030  -3.427  0.911
C  0.636  -3.605  -0.525
N  0.445  -2.610  -1.378
C  0.211  -3.202  -2.628
C  0.065  -2.660  -3.901
C  -0.127  -3.538  -4.948
C  -0.170  -4.926  -4.751
C  0.003  -5.480  -3.500
C  0.205  -4.586  -2.456
N  0.477  -4.797  -1.107
C  3.644  -2.067  -0.128
N  2.973  -1.706  -1.191
C  3.839  -1.811  -2.276
C  3.642  -1.574  -3.636
C  4.720  -1.780  -4.470
C  5.961  -2.219  -3.976
C  6.161  -2.473  -2.635
C  5.072  -2.258  -1.797
N  4.907  -2.421  -0.426
H  3.470  -2.758  1.898
H  3.286  -1.010  1.663
H  1.208  -1.721  2.026
H  0.146  -3.568  1.539
H  1.747  -4.205  1.190
H  0.123  -1.599  -4.076
H  -0.240  -3.150  -5.951
H  -0.327  -5.575  -5.600
H  -0.005  -6.549  -3.347
H  0.581  -5.695  -0.659
H  2.683  -1.255  -4.019
H  4.613  -1.608  -5.532
H  6.778  -2.367  -4.668
H  7.115  -2.818  -2.263
H  5.615  -2.715  0.229
Br  -1.694  0.177  -2.984
C  -0.002  0.920  -3.375
C  0.194  1.637  -4.541
C  1.444  2.204  -4.746
C  2.422  2.079  -3.771
C  2.128  1.352  -2.634
N  0.945  0.744  -2.467
C  3.090  1.310  -1.459
O  4.166  1.841  -1.535
O  2.609  0.777  -0.359
H  -0.607  1.753  -5.256
H  1.637  2.765  -5.650
H  3.396  2.540  -3.856
C  -1.751  1.030  1.377
C  -2.850  0.358  0.562
As  -4.501  0.264  1.629
C  -4.111  -0.675  3.245
C  -3.716  0.028  4.385
C  -3.411  -0.679  5.538
C  -3.513  -2.064  5.555
C  -3.912  -2.757  4.419
C  -4.213  -2.065  3.256
C  -5.159  1.979  2.002
C  -5.984  2.156  3.123
C  -6.507  3.408  3.384
C  -6.235  4.466  2.524
C  -5.445  4.283  1.390
C  -4.917  3.038  1.115
P  -0.021  1.212  0.703
C  0.854  1.374  2.288
C  1.637  2.470  2.634
C  2.287  2.504  3.863
C  2.159  1.456  4.758
C  1.352  0.370  4.438
C  0.706  0.333  3.215
C  0.018  2.781  -0.193
C  -1.158  3.294  -0.743
C  -1.141  4.460  -1.494
C  0.053  5.133  -1.703
C  1.229  4.635  -1.159
C  1.218  3.466  -0.415
H  -1.613  0.455  2.295
H  -2.019  2.046  1.685
H  -2.604  -0.682  0.342
H  -3.098  0.842  -0.377
H  -3.661  1.110  4.384
H  -3.116  -0.145  6.430
H  -3.297  -2.606  6.466
H  -4.013  -3.833  4.446
H  -4.554  -2.604  2.381
H  -6.210  1.325  3.780
H  -7.136  3.560  4.249
H  -6.654  5.442  2.729
H  -5.255  5.113  0.724
H  -4.323  2.891  0.222
H  1.738  3.313  1.971
H  2.891  3.364  4.118
H  2.668  1.491  5.711
H  1.216  -0.434  5.149
H  0.027  -0.491  3.011
H  -2.102  2.795  -0.597
H  -2.062  4.844  -1.911
H  0.067  6.047  -2.281
H  2.164  5.158  -1.310
H  2.148  3.095  -0.013

Atomic partial charges in e from the Löwdin method, atoms 1 to 4:
1. Pt 1.255
2. C -0.087
3. N -0.108
4. C -0.086

***

An isolated molecule of C23H28ClN5O3S, computed with ωB97M-V/def2-TZVPD.

HOMO	-8.4	eV
electronic energy	-61258.2901	eV
SMILES	CCN(CC)CCNC(=O)c1sc2ncn(CC(=O)Nc3ccc(C)c(Cl)c3)c(=O)c2c1C
HOMO-LUMO gap	8.58	eV
max |F|	0.8	eV/A

Element x y z (Å)
C  -2.287  5.226  -6.194
H  -3.055  4.463  -6.291
H  -2.719  6.183  -6.472
H  -1.482  4.997  -6.890
C  -1.763  5.297  -4.755
N  -1.028  4.137  -4.287
C  0.336  4.065  -4.788
H  0.467  4.608  -5.731
C  1.287  4.650  -3.729
N  1.025  4.014  -2.462
C  1.886  3.147  -1.886
O  3.040  3.018  -2.261
C  1.328  2.397  -0.741
C  2.008  1.640  0.177
C  1.125  1.044  1.125
C  -0.213  1.352  0.896
N  -1.247  0.914  1.641
C  -0.938  0.142  2.623
N  0.319  -0.226  2.962
C  1.459  0.178  2.226
O  2.562  -0.202  2.565
C  0.532  -1.177  4.024
H  0.009  -0.857  4.931
H  1.611  -1.211  4.204
C  0.000  -2.560  3.603
O  -0.819  -2.682  2.724
N  0.536  -3.562  4.342
C  0.273  -4.937  4.265
C  0.960  -5.771  5.144
C  0.738  -7.135  5.114
C  -0.163  -7.713  4.222
C  -0.834  -6.859  3.357
C  -0.631  -5.491  3.366
H  -1.165  -4.856  2.681
H  -1.537  -7.277  2.653
C  -0.389  -9.191  4.204
H  0.545  -9.713  4.000
H  -0.750  -9.529  5.175
H  -1.116  -9.460  3.444
Cl  1.611  -8.136  6.223
H  1.668  -5.361  5.848
H  1.231  -3.309  5.032
H  -1.741  -0.236  3.238
S  -0.408  2.379  -0.468
C  3.480  1.445  0.231
H  3.961  1.951  -0.599
H  3.707  0.381  0.199
H  3.864  1.826  1.176
H  0.044  4.000  -2.217
H  1.121  5.726  -3.627
H  2.330  4.464  -3.990
H  0.613  3.023  -4.963
C  -1.751  2.877  -4.312
H  -2.049  2.580  -5.331
C  -2.980  2.902  -3.409
H  -2.712  3.273  -2.423
H  -3.765  3.530  -3.820
H  -3.371  1.894  -3.303
H  -1.068  2.111  -3.933
H  -1.094  6.156  -4.659
H  -2.603  5.460  -4.075

Atomic partial charges in e from the Löwdin method, atoms 1 to 4:
1. C -0.078
2. H 0.063
3. H 0.072
4. H 0.067

***

A cluster of 2 separate species, C2H3F3Si in total at a distorted geometry, computed with ωB97M-V/def2-TZVPD.

HOMO	-10.7	eV
electronic energy	-18155.1867	eV
SMILES	F[SiH](F)F.C#C
HOMO-LUMO gap	11.64	eV
max |F|	5.1	eV/A

Element x y z (Å)
C  -2.847  -0.355  0.066
C  -2.214  -1.165  0.697
F  2.792  2.099  -0.217
F  0.996  0.430  0.804
F  3.158  -0.338  0.024
Si  2.057  0.711  -0.388
H  -3.385  0.286  -0.447
H  1.277  0.449  -1.465
H  -1.834  -2.117  0.926

Atomic partial charges in e from the Löwdin method, atoms 1 to 4:
1. C 0.026
2. C 0.009
3. F -0.088
4. F -0.151